The following is a quantum chemistry calculation of 2 unconnected molecules or ions with the total composition C3H10NO2 in a non-equilibrium geometry, from the Open Molecules 2025 dataset.

## Properties
- 2S+1: 1
- HOMO level: -13.554 eV
- E_LUMO: -3.63 eV
- Charge: +1

Geometry as XYZ:
```
16
Properties=species:S:1:pos:R:3:forces:R:3:mulliken_charge:R:1
C -0.2446 -0.1512 -1.0099 -0.5 -1.4 -1.2 -0.715
C -0.2445 0.9641 -0.0281 -0.8 1.4 0.7 -0.235
C -1.0382 2.2334 -0.5432 1.3 -1.2 0.5 -0.120
O -1.4140 3.0365 0.2491 -0.3 0.2 -0.4 -0.388
N -0.1463 -1.5693 -0.3905 0.0 0.9 -0.4 -0.240
H 0.4659 -0.1730 -1.8345 0.4 0.5 0.4 0.345
H -1.2092 -0.1608 -1.5336 0.0 -0.1 0.2 0.403
H 0.7117 1.3666 0.3045 0.2 -0.4 -0.2 0.340
H -0.7936 0.6977 0.8844 0.2 -0.1 -0.1 0.267
H -1.0939 2.2991 -1.6456 -0.4 0.4 0.0 0.320
H -0.0159 -2.2722 -1.1199 0.1 0.1 0.0 0.390
H -1.0526 -1.7730 0.0270 0.2 -0.1 0.6 0.375
H 0.6415 -1.6162 0.2900 -0.6 0.1 0.2 0.281
H 1.3993 -1.0407 2.7738 -0.2 -0.1 0.4 0.298
H 2.5034 -0.9296 1.7425 -0.5 0.1 0.0 0.320
O 1.5310 -0.9115 1.8339 0.9 -0.1 -0.5 -0.641
```
Forces are in eV/Å.



The following is a quantum chemistry calculation of 3 unconnected molecules or ions with the total composition C3H10NO2 in a non-equilibrium geometry, from the Open Molecules 2025 dataset.

## Properties
- 2S+1: 1
- HOMO level: -14.719 eV
- E_LUMO: -4.89 eV
- Charge: +1

Geometry as XYZ:
```
16
Properties=species:S:1:pos:R:3:forces:R:3:mulliken_charge:R:1
C 0.3287 0.1680 -1.5781 -0.7 0.1 -0.5 0.001
C -0.8289 -0.3843 -1.2552 0.2 -0.4 0.3 -0.642
C 0.4064 1.8985 0.1472 0.7 1.0 0.2 -0.113
N 0.7843 1.3633 -0.9459 0.1 -0.2 0.1 0.009
H 0.9112 -0.1313 -2.4376 0.1 0.1 0.1 0.366
H -1.3961 -0.1290 -0.3733 -0.1 0.4 -0.2 0.143
H -1.2100 -1.2354 -1.7962 0.1 -0.1 -0.1 0.319
H 0.9205 2.8288 0.3690 -0.1 -0.1 0.3 0.306
H -0.3355 1.5553 0.8439 -0.3 -0.4 -0.4 0.253
H 1.5486 1.8443 -1.4063 0.0 -0.1 -0.2 0.290
H -1.2136 -2.8604 1.0927 0.0 0.2 -0.1 0.290
H -2.3098 -1.9077 1.5325 0.1 0.0 -0.1 0.304
O -1.5158 -1.9475 0.9813 -0.1 -0.4 0.4 -0.571
H 1.4127 -0.6340 0.8616 -0.1 -0.3 0.4 0.329
H 1.1277 -0.4415 2.3883 0.0 -0.2 -0.1 0.329
O 1.3696 0.0131 1.5760 0.1 0.4 -0.2 -0.613
```
Forces are in eV/Å.



The following is a quantum chemistry calculation of 2 unconnected molecules or ions with the total composition C3H10NO2S in a non-equilibrium geometry, from the Open Molecules 2025 dataset.

## Properties
- 2S+1: 1
- HOMO level: -3.369 eV
- E_LUMO: 3.16 eV
- Charge: -1

Geometry as XYZ:
```
17
Properties=species:S:1:pos:R:3:forces:R:3:mulliken_charge:R:1
C 0.6573 0.8186 -0.3940 0.9 -0.8 0.5 -0.444
C 0.9117 1.1029 1.0866 -0.7 1.0 0.0 -0.671
S 0.0483 2.6724 1.6396 0.0 -0.6 -0.1 -0.302
N 1.4213 -0.3774 -0.7343 0.1 0.3 0.6 -0.332
C 0.6969 -1.6704 -0.7316 -0.9 -0.9 -0.1 -0.472
O -0.6395 -1.5437 -0.8487 0.4 0.5 -0.2 -0.874
H 1.0505 1.6517 -0.9762 -0.2 0.2 -0.1 0.301
H -0.3993 0.6394 -0.5716 -0.2 0.1 -0.1 0.297
H 0.5785 0.2966 1.7319 0.0 -0.1 -0.1 0.284
H 1.9672 1.3016 1.2549 0.0 0.0 0.1 0.392
H -1.2178 2.2614 1.4006 0.3 0.0 0.0 0.115
H 2.0016 -0.2387 -1.5336 0.0 -0.1 -0.5 0.242
H 0.9269 -2.2830 0.1760 0.3 0.5 0.2 0.207
H 1.2008 -2.2623 -1.5416 -0.1 0.2 -0.1 0.247
H -2.1257 -3.7360 -1.8800 0.1 0.1 0.0 0.233
H -1.8618 -2.4287 -1.0611 0.0 -0.6 -0.3 0.517
O -2.5935 -3.0964 -1.3384 -0.2 0.2 0.2 -0.737
```
Forces are in eV/Å.



The following is a quantum chemistry calculation of a gas-phase ion, C3H10NO2S (charge +1) in a non-equilibrium geometry, from the Open Molecules 2025 dataset.

## Properties
- 2S+1: 1
- Structure (SMILES): C[C@H](S)C([NH3+])(O)O
- HOMO level: -13.456 eV
- E_LUMO: -3.47 eV
- Charge: +1

Geometry as XYZ:
```
17
Properties=species:S:1:pos:R:3:forces:R:3:mulliken_charge:R:1
C 1.7426 0.4910 -0.2502 0.7 -0.3 -2.0 -1.224
C 0.7314 -0.4006 0.5231 -0.9 1.2 -0.3 -0.014
S 1.0844 -2.1995 0.5792 -0.2 0.4 0.6 -0.131
C -0.8118 -0.1886 0.0006 1.0 -0.5 0.3 0.395
N -1.3011 1.4005 0.1626 4.6 -0.4 -1.9 -0.341
O -1.7432 -0.7910 0.7521 -0.9 0.2 0.8 -0.516
O -0.9358 -0.5198 -1.3110 -2.5 -0.5 -0.6 -0.472
H 1.5691 0.3469 -1.4342 0.0 1.0 2.7 0.304
H 1.8684 1.5389 0.1668 -0.9 -0.9 -0.9 0.330
H 2.8099 0.1844 -0.2031 -0.8 -0.5 0.5 0.389
H 0.6703 -0.0812 1.5918 0.2 -0.4 -0.7 0.288
H 1.6024 -2.4474 -0.6274 -0.2 0.4 -0.3 0.186
H -0.9977 1.9326 0.9690 0.3 -0.4 0.6 0.330
H -0.7049 1.7810 -0.6439 -1.8 0.0 1.0 0.413
H -2.2735 1.5094 0.1030 -1.8 0.0 -0.7 0.318
H -1.4170 -1.6166 1.1083 0.3 -0.7 0.2 0.364
H -1.8935 -0.9400 -1.4867 3.0 1.4 0.7 0.380
```
Forces are in eV/Å.



The following is a quantum chemistry calculation of 2 unconnected molecules or ions with the total composition C3H10NO2S in a non-equilibrium geometry, from the Open Molecules 2025 dataset.

## Properties
- Expectation value of S²: 2.01
- 2S+1: 3
- HOMO level (alpha / beta): -10.253 / -13.909 eV
- E_LUMO (alpha / beta): -3.48 / -6.21 eV
- Charge: +1

Geometry as XYZ:
```
17
Properties=species:S:1:pos:R:3:forces:R:3:mulliken_charge:R:1
C 0.1609 2.1046 0.1024 3.2 -4.8 -2.1 -1.055
C -0.3675 1.1571 -1.0475 0.6 2.3 1.0 -0.339
C 0.1060 -0.8149 0.3299 3.4 -2.7 3.0 0.349
N 0.5372 -2.0693 -0.5888 -1.1 -1.2 4.3 -0.296
O -0.9818 -1.0463 1.0086 -0.5 -1.5 1.6 -0.435
O 1.3114 -0.7994 1.1753 -1.8 -2.2 -4.0 -0.507
S -2.0183 1.1017 -1.3306 -0.9 -0.4 -0.7 -0.077
H 1.2301 1.6600 0.3691 -1.8 1.8 -0.8 0.168
H 0.0789 3.0373 -0.3104 0.7 2.6 -0.7 0.430
H -0.3274 2.1020 0.9971 -2.0 -0.4 2.3 0.418
H 0.1969 1.2062 -1.9608 0.3 -0.1 -0.3 0.437
H 1.3047 -1.8046 -1.0859 2.8 1.0 -2.1 0.305
H 0.8430 -2.9180 0.0130 -0.5 1.8 -0.8 0.397
H -0.1707 -2.4181 -1.1718 -1.5 -0.2 -1.2 0.332
H -0.7989 -1.6945 1.8019 -0.4 1.7 -1.7 0.387
H 1.3297 -0.1152 1.7886 -0.3 2.3 1.7 0.335
H -2.4342 1.3115 -0.0903 -0.2 0.0 0.5 0.151
```
Forces are in eV/Å.



The following is a quantum chemistry calculation of 2 unconnected molecules or ions with the total composition C3H10NO3 in a non-equilibrium geometry, from the Open Molecules 2025 dataset.

## Properties
- 2S+1: 1
- HOMO level: -3.430 eV
- E_LUMO: 4.24 eV
- Charge: -1

Geometry as XYZ:
```
17
Properties=species:S:1:pos:R:3:forces:R:3:mulliken_charge:R:1
C -0.6409 -1.1366 1.2027 0.4 0.6 0.0 -0.691
C 0.8338 -0.9161 1.5869 -1.2 -0.9 0.5 -0.423
O 1.7041 -1.2875 0.5790 0.7 1.9 -1.3 -0.588
N -1.0963 -0.2139 0.1588 -0.7 -1.1 0.5 -0.337
C -0.3856 -0.2816 -1.1563 1.2 1.9 1.1 -0.445
O 0.7556 0.5315 -1.1431 -0.4 -0.3 -0.2 -0.989
H -1.2055 -1.0239 2.1370 -0.3 0.5 -0.1 0.316
H -0.8627 -2.1680 0.9321 0.4 -0.2 -0.4 0.314
H 0.9056 0.1374 1.8787 0.3 0.2 0.0 0.272
H 1.0016 -1.5210 2.4964 0.3 0.0 -0.1 0.347
H 1.6335 -0.4606 -0.1127 -0.4 -1.4 0.6 0.381
H -0.9844 0.7230 0.5395 0.1 0.0 -0.5 0.265
H -0.0347 -1.2930 -1.3795 -0.9 -0.5 0.1 0.264
H -1.1424 0.1136 -1.8522 0.1 -0.4 -0.4 0.332
H 0.2221 3.5444 -2.2603 -0.3 -0.2 0.2 0.277
H -0.1968 2.1628 -1.7942 0.5 -0.4 0.5 0.389
O -0.5069 3.0895 -1.8128 0.1 0.4 -0.5 -0.684
```
Forces are in eV/Å.



The following is a quantum chemistry calculation of 2 unconnected molecules or ions with the total composition C3H10NO3 in a non-equilibrium geometry, from the Open Molecules 2025 dataset.

## Properties
- 2S+1: 1
- HOMO level: -3.202 eV
- E_LUMO: 4.04 eV
- Charge: -1

Geometry as XYZ:
```
17
Properties=species:S:1:pos:R:3:forces:R:3:mulliken_charge:R:1
C -1.0965 -0.1039 0.4734 0.0 -2.0 0.8 -0.460
C -0.8710 1.3670 0.4809 -0.9 -0.5 -1.6 -0.593
O -1.3340 2.0080 -0.6858 1.0 -0.6 -1.9 -0.620
N -0.0126 -0.9219 -0.1884 -0.7 1.2 1.4 -0.154
C 0.6433 -0.4994 -1.4419 1.1 0.5 -0.2 -0.541
O -0.1089 -0.0190 -2.4098 -0.6 0.6 0.0 -0.890
H -2.1198 -0.3218 0.1232 0.3 0.0 -0.3 0.283
H -1.0858 -0.4485 1.5590 0.0 0.3 -1.0 0.298
H -1.4389 1.8239 1.2491 -0.2 0.4 1.2 0.389
H 0.1716 1.4487 0.5882 1.6 0.9 0.5 0.299
H -0.8843 1.5213 -1.4818 -0.8 0.3 1.2 0.454
H -0.3315 -1.8635 -0.2327 -0.2 -0.6 -0.2 0.168
H 1.4826 0.2227 -1.1054 -0.6 -0.2 -0.1 0.159
H 1.2505 -1.4062 -1.7255 -0.3 0.0 0.1 0.319
H 2.6858 -1.0100 1.5143 -0.3 0.0 0.1 0.277
H 1.2189 -0.7263 1.3224 -1.1 0.0 -1.4 0.364
O 1.8305 -1.0712 1.9609 1.6 -0.3 1.3 -0.749
```
Forces are in eV/Å.



The following is a quantum chemistry calculation of a gas-phase ion, C3H10NO3 (charge +1) in a non-equilibrium geometry, from the Open Molecules 2025 dataset.

## Properties
- 2S+1: 1
- Structure (SMILES): CC[C@]([NH3+])(O)OO
- HOMO level: -15.512 eV
- E_LUMO: -3.66 eV
- Charge: +1

Geometry as XYZ:
```
17
Properties=species:S:1:pos:R:3:forces:R:3:mulliken_charge:R:1
C 1.6426 -1.0392 0.2151 0.6 -1.6 0.4 -1.152
C 1.0773 0.2810 -0.2472 -1.9 -1.7 -1.6 -0.458
C -0.4226 0.1048 0.1931 -0.3 1.4 0.6 0.441
N -1.1434 1.4843 -0.2700 -3.3 -1.5 -1.5 -0.382
O -0.6433 0.1578 1.5871 -0.1 -0.6 -2.0 -0.466
O -0.9994 -0.9933 -0.4834 -0.2 0.7 0.0 -0.168
O -2.3988 -1.0647 -0.1064 0.9 3.4 1.9 -0.379
H 1.4053 -1.0651 1.2642 0.0 -0.3 0.6 0.359
H 2.7353 -1.0829 0.2196 -0.2 -0.1 -0.6 0.377
H 1.1547 -1.9975 -0.2023 1.0 1.8 0.2 0.289
H 1.2216 0.4976 -1.3668 -0.7 -0.4 1.6 0.327
H 1.4381 1.1190 0.2874 0.6 0.8 0.8 0.391
H -2.1255 1.5223 0.0930 1.0 0.0 0.5 0.393
H -1.4118 1.4395 -1.2609 0.8 -0.1 -0.3 0.356
H -0.7293 2.3809 -0.1168 0.9 0.5 0.6 0.321
H -1.5831 -0.1044 1.7106 0.6 -0.1 0.2 0.428
H -2.8610 -1.8016 -0.4484 0.3 -2.1 -1.3 0.324
```
Forces are in eV/Å.



no.,DFT total energy (eV)
1,-8851.1354
2,-8850.2211
3,-19693.7096
4,-19685.9598
5,-19681.1463
6,-10905.8991
7,-10905.4996
8,-10895.5717